The following is a quantum chemistry calculation of C31H49BrLaO2P2 as an isolated structure at a distorted geometry, from OMol25.

Results
2S+1: 1
Net charge: +1

Structure (XYZ):
```
86
Properties=species:S:1:pos:R:3:mulliken_charge:R:1
La 0.18758 -0.00721 -0.14414 0.220
C -1.82399 1.57409 0.14672 0.387
C -2.18174 0.64406 -0.89210 0.626
C -2.04577 -0.53321 1.09912 0.467
C -1.78481 0.84659 1.37433 1.774
C -2.32918 -0.66084 -0.29349 0.778
C -1.74442 3.07423 -0.01021 -2.000
H -1.39708 3.41724 -1.00038 0.287
H -1.12068 3.59486 0.73172 0.375
H -2.76785 3.45618 0.11051 0.399
C -1.69020 1.43704 2.73635 -1.338
H -1.44809 2.50427 2.72358 0.526
H -0.92840 0.94193 3.34770 -0.236
H -2.65165 1.28264 3.24096 0.353
C -2.16078 -1.64234 2.10684 -1.454
H -3.22594 -1.75821 2.34968 0.432
H -1.61915 -1.42339 3.03608 0.080
H -1.80535 -2.63243 1.76727 0.173
C -3.09568 -1.84216 -0.83075 -1.846
H -4.15182 -1.62166 -0.60601 0.387
H -2.85012 -2.77995 -0.31171 0.472
H -3.00929 -2.03225 -1.91172 0.290
C -2.91353 1.15602 -2.09284 -1.655
H -3.84663 1.58645 -1.68202 0.355
H -3.14662 0.36741 -2.81848 0.447
H -2.37626 1.96146 -2.61919 0.146
C 1.57706 0.44188 -3.38905 0.279
C 0.56909 1.30815 -3.53846 0.366
C -0.02957 1.60888 -4.90317 -1.312
C -0.91985 0.45115 -5.48797 -1.018
C -1.00842 -0.82314 -4.64908 -0.279
C 0.02560 -1.66181 -4.55193 -0.395
C 1.35997 -1.37789 -5.23470 -0.884
C 2.22934 -0.24956 -4.57779 -1.312
H 0.76441 1.83816 -5.64139 0.465
H -0.47720 0.17896 -6.46146 0.350
H -0.64863 2.51945 -4.82782 0.376
H 2.49545 0.48014 -5.36731 0.394
H 1.97111 0.09880 -2.41944 0.245
H 0.03973 1.80292 -2.71196 0.369
H 3.17433 -0.70514 -4.23782 0.348
H 1.93778 -2.31788 -5.26333 0.398
H -0.05678 -2.63069 -4.05026 0.493
H 1.16716 -1.07880 -6.28017 0.380
H -1.93693 0.83507 -5.68840 0.344
H -1.98103 -1.03688 -4.19851 0.551
P 1.93154 1.98309 0.68454 0.827
C 1.40252 2.65422 2.24119 -0.560
H 2.30244 3.23583 2.43167 0.683
H 1.24639 1.89958 3.01451 -0.459
H 0.51019 3.27098 2.13059 0.268
C 3.53300 1.22480 0.86052 -1.060
H 4.01659 2.10991 1.27740 0.482
H 3.92129 0.94432 -0.12487 0.382
H 3.50997 0.37960 1.56133 0.180
C 1.99782 3.37290 -0.43112 -1.260
H 2.45398 3.05364 -1.37213 0.393
H 2.64219 3.97644 0.20809 0.502
H 1.00236 3.80563 -0.57974 0.276
P 1.08316 -2.62904 -0.24856 1.199
C -0.24692 -3.74324 -0.66740 -1.378
H 0.41186 -4.52412 -1.04397 0.552
H -0.97502 -3.38110 -1.40266 0.085
H -0.71619 -4.01280 0.28303 0.433
C 2.71436 -2.67573 -0.98512 -1.266
H 2.58935 -2.78377 -2.06633 0.280
H 3.06330 -3.56334 -0.45458 0.633
H 3.32252 -1.79627 -0.71916 0.273
C 1.42521 -3.24436 1.40385 -1.554
H 1.61167 -4.26659 1.06084 0.769
H 0.54064 -3.15754 2.04658 0.200
H 2.29607 -2.72732 1.81951 0.280
Br 0.39782 1.81601 5.45293 -0.091
C 0.61670 -0.04278 5.78991 0.202
C 0.33230 -0.44457 7.10397 -0.498
C 0.54714 -1.76260 7.51399 -0.631
C 1.05446 -2.68830 6.59742 -0.632
C 1.32785 -2.30012 5.28421 -0.676
C 1.09057 -0.99081 4.84172 0.438
C 1.45573 -0.74126 3.39186 -0.468
O 2.66360 -0.91224 3.10278 -0.765
O 0.54247 -0.41148 2.51858 0.817
H -0.04691 0.28449 7.81679 0.405
H 0.32370 -2.05099 8.54144 0.376
H 1.24182 -3.71580 6.90472 0.388
H 1.74527 -3.01647 4.58021 0.374
```

---

The following is a quantum chemistry calculation of C31H49BrN2OP2Pb as an isolated structure at a distorted geometry, from OMol25.

Results
2S+1: 1
Net charge: +2
Relative energy (zero: lowest compared OMol25 entry of this formula, charge and spin) (kJ/mol): 87.0

Structure (XYZ):
```
87
Properties=species:S:1:pos:R:3:mulliken_charge:R:1
C 0.11785 -7.38455 3.44443 -0.456
C 0.32500 -6.77119 2.17930 0.532
C 0.52777 -7.58464 1.01102 -0.400
C 0.55381 -8.97915 1.20164 -0.335
N 0.36722 -9.51504 2.41244 -0.528
C 0.16175 -8.78528 3.51320 -0.345
C 0.25898 -5.31554 2.12068 0.272
C 0.13703 -4.11179 1.90196 -1.305
C 0.02937 -2.82026 1.32339 1.312
C -0.69555 -1.80245 1.93663 -0.941
C -0.52328 -0.49748 1.46529 -0.743
C 0.19038 -0.30289 0.30606 -0.044
C 0.99241 -1.31385 -0.30648 0.215
C 0.86254 -2.60867 0.22987 -0.276
Pb 2.37670 -0.27816 1.22909 1.104
P -1.85766 1.53301 -0.98744 0.723
H 0.63733 -7.20197 -0.00711 0.386
H -0.10789 -6.81764 4.36160 0.383
H 0.73415 -9.67172 0.36318 0.365
H 0.03226 -9.31015 4.47351 0.361
H 1.42416 -3.44492 -0.20162 0.602
H -1.31478 -2.09044 2.78176 0.604
H 1.57318 -1.15256 -1.20654 -0.473
H -1.05265 0.34412 1.92418 0.638
C -2.46546 2.97352 -1.92096 -0.654
C -3.37858 2.58473 -3.10083 -1.060
H -1.58167 3.52827 -2.28463 0.503
H -3.02190 3.58742 -1.19996 0.569
H -3.64450 3.52817 -3.61825 0.418
H -2.89207 1.93272 -3.85036 0.223
H -4.33086 2.10946 -2.78680 0.258
C -1.98439 0.03112 -1.96915 1.411
C -3.01790 -1.03330 -1.59192 -1.583
H -0.99148 -0.41311 -1.91548 -1.150
H -2.17062 0.31032 -3.01603 0.495
H -2.94972 -1.84603 -2.33095 0.455
H -2.80592 -1.47723 -0.60728 0.292
H -4.06647 -0.69076 -1.61024 0.292
C -2.95534 1.32573 0.42095 0.151
C -4.45502 1.60427 0.14363 -1.332
H -2.59615 2.00605 1.21118 -0.437
H -2.83778 0.28215 0.73801 0.426
H -4.98810 1.38297 1.07046 0.489
H -4.64808 2.66053 -0.09721 0.316
H -4.89163 0.95294 -0.63007 0.194
Br 0.70065 1.98675 -0.73616 -0.172
P 2.44908 0.09336 -3.83932 -0.351
C 0.63881 0.46550 -3.96816 0.896
C 0.28289 0.78808 -5.42146 -1.492
H 0.40680 1.28586 -3.25563 -0.300
H 0.11174 -0.46652 -3.66380 0.084
H -0.79260 0.63391 -5.59204 0.353
H 0.50964 1.82969 -5.67584 0.365
H 0.83583 0.12777 -6.10958 0.419
C 3.19110 1.19652 -2.58045 0.827
C 4.45216 1.87543 -3.14557 -1.393
H 3.37497 0.63314 -1.65354 -0.203
H 2.41799 1.96981 -2.35249 -0.229
H 4.64776 2.83016 -2.63010 0.377
H 5.32696 1.23015 -3.00956 0.357
H 4.37123 2.08329 -4.22450 0.359
C 2.42806 -1.62395 -3.23159 0.397
C 2.72657 -2.73700 -4.24043 -1.491
H 1.39821 -1.75154 -2.84780 -0.244
H 3.16973 -1.63287 -2.39889 0.409
H 3.03211 -3.61718 -3.67000 0.411
H 1.83467 -3.03601 -4.79747 0.338
H 3.53588 -2.50769 -4.94063 0.373
O 1.02450 1.53904 2.82674 -0.607
C 0.91047 2.77971 3.05057 -0.080
C -0.41995 3.47986 2.91355 1.492
C -0.97580 3.74206 4.32998 -0.541
C -0.40353 5.04555 4.95254 -0.688
C 1.12163 5.02832 5.24626 -0.601
C 1.99057 4.87894 3.97766 -0.730
N 1.97750 3.47430 3.48165 -0.090
H -0.24429 4.40895 2.33797 0.613
H -1.07390 2.82264 2.34208 -1.781
H -2.06892 3.86874 4.29022 0.385
H -0.74571 2.86339 4.96752 0.347
H -0.63631 5.92379 4.30301 0.279
H -0.88829 5.20162 5.93651 0.346
H 1.38601 5.98071 5.72554 0.358
H 1.34936 4.21995 5.97243 0.313
H 1.67470 5.50905 3.11689 0.285
H 3.03270 5.14030 4.24128 0.399
H 2.86254 2.97969 3.44848 0.281
```

---

| no. | highest occupied orbital energy (eV) | gap between HOMO and LUMO (eV) | molecular weight (Da) |
| --- | --- | --- | --- |
| 1 | -10.456 | 7.85 | 734.5 |
| 2 | -12.392 | 4.82 | 814.8 |